--- P ---
Computed, not measured: a 2-piece molecular cluster, CH7N2S overall, with the ωB97M-V functional and the def2-TZVPD basis.

CARTESIAN COORDINATES (ANGSTROEM)
S 2.078 1.779 -0.436
H 2.503 2.028 0.805
N -0.262 -0.628 -1.280
C -0.832 -0.936 0.037
N -0.642 0.147 1.004
H 0.653 -0.264 -1.090
H -0.844 0.122 -1.637
H -0.467 -1.925 0.349
H -1.914 -1.120 -0.045
H -0.196 0.904 0.502
H -0.078 -0.108 1.791

Summary:
total charge	-1

--- Q ---
Computed, not measured: a 2-piece molecular cluster, CH7N2S overall, with the ωB97M-V functional and the def2-TZVPD basis.

CARTESIAN COORDINATES (ANGSTROEM)
S -0.654 0.336 -2.242
H -1.771 1.085 -2.479
N -0.885 -0.739 0.521
C 0.352 -0.163 1.099
N 1.417 0.272 0.221
H -0.695 -1.667 0.137
H -1.032 -0.174 -0.298
H 0.774 -0.959 1.775
H -0.173 0.614 1.659
H 1.550 1.337 0.361
H 1.116 0.056 -0.752

Summary:
total charge	-1

Relative to the most stable one, in eV, the structures come out at P 0.000; Q 0.625.

--- P ---
Computed, not measured: one molecule with the formula C2H2O2S, with the ωB97M-V functional and the def2-TZVPD basis.

CARTESIAN COORDINATES (ANGSTROEM)
C 0.750 -0.750 -0.004
C -0.135 0.256 0.556
O 0.934 -1.830 -0.429
O 1.304 0.411 0.206
S -1.307 1.169 -0.427
H -0.317 0.334 1.619
H -1.230 0.410 -1.521

Summary:
SMILES string	O=C1O[C@H]1S

--- Q ---
Computed, not measured: one molecule with the formula C2H2O2S, with the ωB97M-V functional and the def2-TZVPD basis.

CARTESIAN COORDINATES (ANGSTROEM)
C -1.207 -0.152 -0.476
C 0.325 -0.198 0.138
O -1.726 -1.178 -0.744
O 2.384 0.873 1.078
S 1.174 1.144 0.299
H -1.717 0.732 -0.615
H 0.767 -1.221 0.320

Relative to the most stable one, in eV, the structures come out at P 0.000; Q 0.824.

--- P ---
Computed, not measured: C2H2O2S as an isolated structure, with the ωB97M-V functional and the def2-TZVPD basis.

CARTESIAN COORDINATES (ANGSTROEM)
C 0.245 -0.532 0.330
C 0.647 0.955 0.265
H -1.551 -1.511 -1.056
H -0.369 1.662 -0.468
O 0.229 -1.371 1.127
O 1.506 1.282 1.016
S -0.707 -0.485 -1.215

--- Q ---
Computed, not measured: one molecule with the formula C2H2O2S, with the ωB97M-V functional and the def2-TZVPD basis.

CARTESIAN COORDINATES (ANGSTROEM)
C -0.441 0.063 -0.702
C -0.534 -0.084 0.649
O -2.852 -1.253 -0.148
O -2.789 1.264 0.145
S -2.093 -0.033 0.011
H 0.223 0.418 -1.459
H 0.140 0.134 1.436

Summary:
SMILES string	O=S1(=O)C=C1

Relative to the most stable one, in eV, the structures come out at P 0.000; Q 1.172.

--- P ---
Computed, not measured: one molecule with the formula C17H21N3O3S, with the ωB97M-V functional and the def2-TZVPD basis.

CARTESIAN COORDINATES (ANGSTROEM)
C 2.362 4.846 0.375
H 3.022 4.641 -0.476
O 1.555 3.743 0.702
C 2.244 2.645 1.247
C 3.078 1.858 0.227
H 3.843 2.504 -0.206
C 2.212 1.295 -0.897
N 1.318 0.276 -0.400
C 0.017 0.216 -0.735
O -0.518 0.990 -1.513
C -0.793 -0.830 -0.025
C -0.323 -1.953 0.550
C 1.020 -2.482 0.423
C 1.863 -2.930 1.422
C 3.047 -3.372 0.812
C 2.885 -3.208 -0.538
N 1.664 -2.665 -0.776
C 1.116 -2.436 -2.083
H 0.028 -2.463 -2.036
H 1.419 -1.464 -2.482
H 1.462 -3.214 -2.764
H 3.547 -3.450 -1.346
H 3.910 -3.772 1.307
H 1.646 -2.916 2.472
H -1.008 -2.543 1.144
N -2.128 -0.440 -0.016
C -3.202 -1.077 0.529
O -3.133 -2.104 1.180
C -4.491 -0.419 0.276
C -5.703 -0.872 0.728
C -6.778 -0.053 0.340
C -6.377 1.015 -0.401
S -4.680 1.043 -0.642
H -6.978 1.794 -0.825
H -7.803 -0.246 0.599
H -5.794 -1.767 1.317
H -2.273 0.401 -0.572
H 1.680 -0.375 0.281
H 2.855 0.877 -1.682
H 1.590 2.082 -1.330
H 3.584 1.042 0.748
H 2.896 2.976 2.071
H 1.463 1.998 1.656
H 1.682 5.652 0.109
H 2.975 5.155 1.232

Summary:
SMILES string	COCCCNC(=O)/C(=C\c1cccn1C)NC(=O)c1cccs1

--- Q ---
Computed, not measured: one molecule with the formula C17H21N3O3S, with the ωB97M-V functional and the def2-TZVPD basis.

CARTESIAN COORDINATES (ANGSTROEM)
C -3.696 -3.641 -2.455
H -3.913 -4.686 -2.660
C -4.290 -3.233 -1.111
H -3.823 -3.811 -0.312
H -5.359 -3.452 -1.104
C -4.107 -1.742 -0.814
N -2.717 -1.373 -0.687
C -2.121 -1.203 0.515
O -2.735 -1.248 1.569
C -0.670 -0.944 0.435
C 0.142 -0.757 -0.671
C 1.445 -0.572 -0.198
C 1.394 -0.642 1.177
N 0.120 -0.865 1.551
C -0.324 -0.988 2.912
H -0.856 -1.929 3.053
H 0.540 -0.950 3.574
H -1.014 -0.181 3.158
H 2.188 -0.561 1.891
S 2.860 -0.219 -1.202
O 2.425 -0.142 -2.562
O 3.937 -1.104 -0.871
N 3.320 1.320 -0.699
C 2.274 2.202 -0.433
C 1.157 2.421 -1.217
C 0.213 3.331 -0.759
C 0.385 3.996 0.444
C 1.511 3.767 1.225
C 2.453 2.865 0.781
C 3.732 2.402 1.420
H 4.409 3.234 1.614
H 3.535 1.903 2.372
C 4.316 1.441 0.364
H 4.538 0.446 0.752
H 5.232 1.844 -0.076
H 1.642 4.282 2.165
H -0.362 4.699 0.779
H -0.668 3.522 -1.352
H 1.039 1.896 -2.150
H -0.124 -0.741 -1.708
H -2.152 -1.393 -1.518
H -4.559 -1.143 -1.611
H -4.583 -1.495 0.137
H -4.120 -3.041 -3.258
H -2.616 -3.516 -2.460

Summary:
SMILES string	CCCNC(=O)c1cc(S(=O)(=O)N2CCc3ccccc32)cn1C

Relative to the most stable one, in eV, the structures come out at P 0.406; Q 0.000.

--- P ---
Computed, not measured: a 15-piece molecular cluster, BH32O14 overall, with the ωB97M-V functional and the def2-TZVPD basis.

CARTESIAN COORDINATES (ANGSTROEM)
B 0.112 0.549 -0.435
H -1.096 0.799 -0.221
H 0.871 1.382 0.161
H 0.369 -0.594 -0.124
H 0.257 0.794 -1.592
O 1.566 -3.314 -1.772
H 2.340 -2.870 -2.024
H 1.361 -3.166 -0.842
O 1.692 -0.430 2.671
H 1.567 -0.209 3.617
H 0.851 -0.388 2.234
O -2.541 3.280 0.763
H -1.804 3.302 1.309
H -2.177 3.310 -0.111
O -4.111 0.950 -0.852
H -3.547 1.421 -0.221
H -4.894 1.547 -0.960
O 2.464 3.551 -1.207
H 2.633 2.639 -1.072
H 1.508 3.591 -1.500
O 3.398 0.884 -1.468
H 3.913 0.982 -0.678
H 2.523 0.660 -1.183
O -2.221 -2.041 -0.754
H -1.405 -1.588 -0.846
H -2.448 -2.417 -1.614
O 2.728 2.651 2.354
H 2.134 2.037 2.025
H 3.569 2.386 2.012
O 0.398 -3.439 0.800
H 1.350 -3.198 0.912
H -0.020 -2.598 0.943
O -3.553 -0.760 1.513
H -3.830 0.048 1.864
H -2.974 -0.634 0.791
O -0.728 0.945 2.913
H -0.811 0.045 2.634
H -0.685 1.471 2.120
O -2.458 0.249 -2.905
H -1.709 0.414 -2.295
H -3.096 0.554 -2.250
O 2.882 -2.317 0.929
H 2.746 -1.498 1.391
H 3.082 -2.826 1.704
O -0.296 -1.946 -3.198
H 0.568 -1.639 -3.005
H -0.477 -2.570 -2.530

Summary:
total charge	-1

--- Q ---
Computed, not measured: BH32O14 as an isolated structure, with the ωB97M-V functional and the def2-TZVPD basis.

CARTESIAN COORDINATES (ANGSTROEM)
B -0.138 0.132 0.078
H 0.830 -0.342 0.040
H -0.725 -0.370 0.832
H -0.051 1.172 0.354
H -0.609 -0.013 -0.882
O 0.762 0.204 -1.909
H 0.429 0.235 -1.012
H 0.873 -0.729 -2.091
O -1.377 -0.439 -2.336
H -1.554 0.425 -1.964
H -0.441 -0.427 -2.537
O -0.301 -2.099 -0.267
H -1.184 -2.435 -0.422
H -0.418 -1.154 -0.167
O 3.017 -0.402 -1.122
H 2.398 0.270 -0.836
H 3.859 0.052 -1.168
O 1.028 2.782 1.675
H 0.357 3.412 1.413
H 1.239 2.309 0.870
O 1.923 -1.975 0.124
H 0.984 -1.788 0.151
H 2.337 -1.115 0.051
O -2.579 -0.264 -0.180
H -1.633 -0.226 -0.040
H -2.766 0.476 -0.758
O -1.843 1.703 1.671
H -1.023 1.329 1.347
H -2.525 1.264 1.163
O -2.387 -0.728 1.884
H -2.287 -0.591 0.942
H -1.508 -0.954 2.188
O -1.161 1.890 -1.381
H -0.377 2.417 -1.534
H -0.859 1.165 -0.834
O 0.686 -1.817 -2.125
H 0.221 -2.301 -2.807
H 0.129 -1.897 -1.351
O 0.854 -0.108 2.038
H 1.694 -0.549 1.907
H 0.616 0.216 1.169
O -0.699 -1.277 2.733
H -0.473 -1.340 3.661
H -0.061 -0.662 2.372
O 1.824 1.558 -0.011
H 0.987 1.095 -0.032
H 1.933 1.898 -0.899

Summary:
total charge	-1

Relative to the most stable one, in eV, the structures come out at P 0.000; Q 27.400.

--- P ---
Computed, not measured: a 2-piece molecular cluster, C3H11N3O overall, with the ωB97M-V functional and the def2-TZVPD basis.

CARTESIAN COORDINATES (ANGSTROEM)
C -1.314 0.623 1.151
N -1.541 0.528 -0.275
N -1.409 1.806 -0.881
C 1.380 -0.436 -0.888
C 2.094 0.005 0.136
H -1.294 1.671 -1.876
H -2.222 2.405 -0.729
H 1.174 0.162 -1.762
H -2.008 1.325 1.661
H -0.306 0.984 1.312
H -1.425 -0.365 1.593
H 2.291 -0.590 1.018
H 2.491 1.000 0.137
N 1.030 -2.605 -0.024
O 0.827 -1.665 -1.053
H -2.460 0.108 -0.445
H 0.660 -2.207 0.839
H 2.033 -2.749 0.086

Summary:
SMILES string	C=CON.CNN

--- Q ---
Computed, not measured: a 2-piece molecular cluster, C3H11N3O overall, with the ωB97M-V functional and the def2-TZVPD basis.

CARTESIAN COORDINATES (ANGSTROEM)
C 0.253 -0.515 -2.528
O 0.485 -1.134 -1.292
H -0.221 -0.828 -0.592
H 0.110 0.569 -2.428
H 1.126 -0.687 -3.159
H -0.626 -0.932 -3.034
C -0.031 0.746 1.121
N 1.338 0.528 1.043
N -0.439 2.077 1.155
N -0.638 -1.575 1.637
C -0.921 -0.290 1.088
H 1.885 1.369 0.934
H 1.581 -0.200 0.363
H -1.440 2.205 1.172
H 0.033 2.704 0.515
H -0.835 -2.326 0.985
H 0.320 -1.656 1.951
H -1.978 -0.055 1.069

Summary:
SMILES string	NC=C(N)N.CO

Relative to the most stable one, in eV, the structures come out at P 2.782; Q 0.000.

--- P ---
Computed, not measured: one molecule with the formula C7H11NO2, with the ωB97M-V functional and the def2-TZVPD basis.

CARTESIAN COORDINATES (ANGSTROEM)
C 0.868 1.963 0.365
C -0.405 2.292 0.036
C 1.425 0.658 0.749
C -1.598 1.406 -0.224
C 2.248 -0.199 0.063
C 2.933 -0.115 -1.309
C -2.756 -1.582 1.016
N -1.516 0.152 0.228
O 2.654 -1.332 0.770
O -2.661 -0.582 0.053
H 1.551 2.821 0.442
H -0.602 3.301 -0.145
H 1.347 0.481 1.831
H -2.434 2.049 -0.460
H 2.979 0.881 -1.676
H 2.454 -0.791 -2.034
H 4.000 -0.377 -1.171
H -2.433 -1.113 1.943
H -2.057 -2.413 0.750
H -3.706 -1.995 1.045
H 3.331 -1.831 0.174

Summary:
SMILES string	CO/N=C/C=C\C=C(/C)O

--- Q ---
Computed, not measured: one molecule with the formula C7H11NO2, with the ωB97M-V functional and the def2-TZVPD basis.

CARTESIAN COORDINATES (ANGSTROEM)
C 0.902 -1.623 0.078
C -2.110 0.733 0.136
C 1.593 0.895 1.296
C -0.108 -0.632 -1.843
C 1.166 0.767 -0.194
C -1.055 -0.277 0.620
C 0.219 -0.418 -0.342
N 1.594 -2.510 0.238
O -3.314 0.567 0.225
O -1.770 -1.518 0.845
H -1.556 1.653 -0.175
H 2.198 0.081 1.489
H 2.347 1.689 1.346
H 0.876 1.248 2.074
H -0.516 0.222 -2.277
H 0.894 -0.710 -2.378
H -0.737 -1.404 -2.042
H 0.728 1.711 -0.609
H 2.113 0.724 -0.906
H -0.757 0.109 1.688
H -2.708 -1.308 0.734

Summary:
SMILES string	CC[C@@](C)(C#N)[C@H](O)C=O

Relative to the most stable one, in eV, the structures come out at P 2.452; Q 0.000.

--- P ---
Computed, not measured: a 3-piece molecular cluster, C3H11NO4 overall, with the ωB97M-V functional and the def2-TZVPD basis.

CARTESIAN COORDINATES (ANGSTROEM)
C -0.643 -0.090 0.723
C -1.402 0.865 1.827
O -2.783 0.914 1.337
C 0.444 0.631 -0.033
N 1.508 1.033 0.744
O 0.540 0.735 -1.205
H -1.633 -0.148 0.081
H -0.130 -0.976 1.197
H -1.219 0.299 2.834
H -0.967 1.882 1.879
H -3.173 0.037 1.524
H 2.271 1.388 0.319
H 1.689 0.757 1.714
H 1.918 -0.500 -1.753
H 2.136 0.130 -3.138
O 2.534 -0.465 -2.510
H -0.520 -1.660 -1.235
H -0.401 -2.354 -2.687
O -0.171 -2.479 -1.619

Summary:
expectation value of S²	0.7568
total charge	+1
2S+1	2

--- Q ---
Computed, not measured: a 3-piece molecular cluster, C3H11NO4 overall, with the ωB97M-V functional and the def2-TZVPD basis.

CARTESIAN COORDINATES (ANGSTROEM)
C 0.034 -2.036 1.478
N 0.247 -1.412 0.200
C 1.454 -0.582 0.035
C 1.046 0.900 0.242
O 0.756 1.117 1.511
O 1.051 1.685 -0.645
H -0.024 -1.273 2.249
H 0.880 -2.701 1.693
H -0.864 -2.647 1.508
H 0.191 -2.109 -0.554
H 1.808 -0.667 -0.991
H 2.151 -0.905 0.782
H 0.687 2.045 1.781
H -1.239 0.950 -2.256
H -0.335 0.123 -3.097
O -1.182 0.053 -2.613
H -1.980 1.161 0.870
H -1.630 -0.057 0.016
O -2.378 0.430 0.383

Summary:
expectation value of S²	0.7545
total charge	+1
2S+1	2

Relative to the most stable one, in eV, the structures come out at P 2.414; Q 0.000.

--- P ---
Computed, not measured: a 2-piece molecular cluster, C4H12NO overall, with the ωB97M-V functional and the def2-TZVPD basis.

CARTESIAN COORDINATES (ANGSTROEM)
N -0.509 -3.107 -0.041
C -0.010 -1.884 -0.743
O -0.610 -0.745 -0.390
H -0.518 -2.866 0.946
H -1.486 -3.190 -0.306
H 1.095 -1.880 -0.572
H -0.123 -2.153 -1.824
C 0.065 2.174 -0.862
C 0.949 1.848 0.346
C 0.142 1.583 1.612
H -0.565 1.290 -1.042
H 0.671 2.228 -1.772
H -0.530 3.073 -0.696
H 1.654 2.673 0.517
H 1.489 0.927 0.124
H 0.799 1.268 2.426
H -0.427 2.454 1.966
H -0.589 0.810 1.373

Summary:
total charge	-1

--- Q ---
Computed, not measured: a 2-piece molecular cluster, C4H12NO overall, with the ωB97M-V functional and the def2-TZVPD basis.

CARTESIAN COORDINATES (ANGSTROEM)
N -1.272 -1.856 -2.704
C -0.944 -0.443 -2.274
O -0.390 -0.379 -1.064
H -0.653 -2.140 -3.454
H -0.998 -2.401 -1.892
H -0.302 -0.032 -3.096
H -1.908 0.118 -2.355
C 0.973 -0.562 1.722
C 1.153 0.935 1.451
C -0.194 1.646 1.412
H 0.382 -0.714 2.626
H 1.937 -1.056 1.845
H 0.443 -1.000 0.880
H 1.608 1.035 0.468
H 1.769 1.378 2.235
H -0.086 2.692 1.102
H -0.847 1.135 0.696
H -0.672 1.644 2.402

Summary:
total charge	-1

Relative to the most stable one, in eV, the structures come out at P 0.000; Q 0.054.